{"formula": "C15H13N3O2S", "method": "ωB97M-V/def2-TZVPD", "elements": ["O", "C", "C", "N", "C", "N", "C", "C", "C", "C", "C", "C", "C", "O", "N", "C", "C", "C", "C", "C", "S", "H", "H", "H", "H", "H", "H", "H", "H", "H", "H", "H", "H", "H"], "xyz": [[1.1414, 3.5110, 0.6929], [0.9688, 2.5841, -0.0683], [-0.1922, 2.5571, -1.0841], [-1.2375, 1.6545, -0.6416], [-2.3002, 2.1226, 0.0698], [-3.2752, 1.4229, 0.5036], [-3.2706, 0.0784, 0.2374], [-4.3352, -0.7145, 0.6796], [-4.3390, -2.0649, 0.4184], [-3.2887, -2.6593, -0.2830], [-2.2324, -1.8968, -0.7236], [-2.2128, -0.5219, -0.4717], [-1.1007, 0.2969, -0.9226], [-0.1062, -0.1189, -1.4993], [1.7326, 1.4864, -0.1238], [2.8451, 1.2759, 0.7918], [3.4467, -0.0629, 0.5553], [3.1592, -1.2366, 1.1814], [3.8826, -2.3328, 0.6611], [4.7032, -1.9767, -0.3584], [4.6143, -0.2967, -0.7046], [-0.6010, 3.5641, -1.1745], [0.1753, 2.2072, -2.0524], [-2.3000, 3.1850, 0.2757], [-5.1374, -0.2383, 1.2202], [-5.1626, -2.6750, 0.7587], [-3.3084, -3.7207, -0.4784], [-1.4069, -2.3304, -1.2678], [1.4651, 0.7251, -0.7413], [3.5806, 2.0730, 0.6352], [2.4807, 1.3533, 1.8234], [2.4575, -1.3158, 1.9926], [3.7925, -3.3379, 1.0319], [5.3613, -2.5972, -0.9334]], "atomic_forces_ev_per_a": [[0.0, 0.4, 0.3], [-0.4, -0.1, -0.6], [0.5, 0.3, 0.0], [0.0, -0.5, -0.2], [-0.4, 0.2, 0.2], [-0.3, 0.5, 0.3], [0.4, -0.5, -0.3], [0.0, -0.1, 0.0], [-0.1, 0.1, 0.1], [0.2, -0.1, -0.1], [0.0, 0.0, 0.0], [-0.4, 0.0, 0.2], [0.1, 0.1, -0.1], [-0.1, -0.1, -0.1], [0.3, -0.4, 0.0], [-0.2, 0.4, 0.1], [0.3, -0.1, -0.2], [0.0, 0.3, 0.0], [0.1, -0.1, -0.1], [0.1, 0.3, -0.2], [-0.3, -0.3, 0.4], [0.1, -0.1, 0.0], [-0.1, 0.1, 0.1], [0.1, 0.1, -0.1], [-0.1, 0.1, 0.1], [-0.1, 0.0, 0.0], [0.0, -0.1, 0.0], [0.1, 0.0, 0.0], [-0.1, 0.2, 0.1], [-0.1, -0.1, 0.2], [0.1, 0.0, -0.1], [-0.2, 0.0, 0.2], [0.0, -0.2, 0.0], [0.1, -0.2, -0.1]], "e_above_lowest_kcal_mol": 2.58, "smiles": "O=C(Cn1cnc2ccccc2c1=O)NCc1cccs1", "spin_multiplicity": 1, "largest_force_ev_per_a": 0.7}

***

{"formula": "C8H14O", "method": "ωB97M-V/def2-TZVPD", "elements": ["C", "C", "C", "C", "C", "C", "C", "C", "H", "H", "H", "H", "H", "H", "H", "H", "H", "H", "H", "H", "H", "H", "O"], "xyz": [[1.9946, 1.4508, -0.8239], [0.7407, 0.4728, -0.0752], [0.8594, -1.0351, -0.2558], [1.8882, -1.4543, 0.9675], [-0.7519, -1.1782, -0.1241], [-2.1591, -1.2366, -0.5259], [-1.2649, -0.0394, -0.6645], [-0.6475, 1.1701, 0.0621], [2.0534, 1.3847, -1.9053], [1.6865, 2.5710, -0.6020], [2.9388, 1.0636, -0.4133], [1.2035, 0.1542, 1.0260], [1.3070, -1.2650, -1.1052], [2.9439, -2.5024, 0.2238], [2.7809, -0.5885, 1.1327], [1.1683, -1.6413, 1.8685], [-0.7203, -0.8300, 0.9100], [-2.8335, -1.5203, 0.3726], [-2.3456, -1.4619, -1.5489], [-0.9625, 0.0056, -1.8402], [-0.6454, 2.2232, -0.5100], [-2.0257, 2.5439, 1.1209], [-1.3132, 1.3703, 1.2387]], "atomic_forces_ev_per_a": [[-3.0, 0.0, 2.0], [5.6, 3.1, 3.7], [-1.8, 0.3, 2.9], [2.1, -0.7, -2.7], [4.9, -2.4, 3.5], [-1.6, -0.8, 1.5], [-1.4, 4.4, -5.7], [-0.5, 0.8, -4.6], [-0.4, -0.4, -0.2], [1.2, -2.3, 0.0], [-0.2, 0.8, 0.0], [-1.5, 3.7, -1.6], [1.6, -1.4, -4.2], [-3.0, 2.0, 2.5], [-2.8, -2.5, -0.3], [2.1, -0.3, -1.2], [-0.8, -1.2, 0.9], [0.7, 0.8, -2.1], [-0.9, -1.2, -0.2], [-0.8, 0.2, 2.4], [0.2, -2.6, 0.6], [3.2, -5.4, 0.5], [-2.8, 5.2, 2.1]], "e_above_lowest_kcal_mol": 284.73, "spin_multiplicity": 1, "largest_force_ev_per_a": 7.4}

***

{"formula": "H10O5", "method": "ωB97M-V/def2-TZVPD", "elements": ["O", "H", "H", "O", "H", "H", "O", "H", "H", "O", "H", "H", "O", "H", "H"], "xyz": [[0.9270, -1.8316, 0.9852], [1.5653, -1.5538, 1.6524], [1.1352, -2.7566, 0.8123], [2.6041, -0.2034, -1.2556], [3.2380, 0.2450, -1.8269], [2.2688, 0.4883, -0.6723], [-0.7509, 2.0319, -2.3371], [-0.7409, 1.4575, -1.5503], [-0.2374, 1.5497, -2.9921], [-0.8273, 0.0509, -0.2025], [-1.2961, 0.2106, 0.6401], [-0.1160, -0.5796, 0.0197], [-2.2103, 0.2672, 2.3382], [-2.7425, 1.0722, 2.2843], [-2.8171, -0.4482, 2.1043]], "atomic_forces_ev_per_a": [[0.1, -0.2, 0.3], [-0.1, 0.0, -0.1], [0.0, 0.1, -0.1], [0.1, 0.1, 0.0], [-0.1, 0.0, 0.1], [-0.1, -0.1, -0.1], [0.1, 0.0, 0.1], [0.0, -0.1, -0.2], [-0.1, 0.0, 0.1], [0.1, 0.0, 0.3], [0.4, -0.1, -0.3], [-0.4, 0.2, 0.0], [-0.2, 0.0, -0.1], [0.1, -0.1, 0.1], [0.1, 0.1, 0.1]], "e_above_lowest_kcal_mol": 19.00, "smiles": "O.O.O.O.O", "spin_multiplicity": 1, "largest_force_ev_per_a": 0.5}

***

Please write out number 1 again, unchanged.
{"formula": "C15H13N3O2S", "method": "ωB97M-V/def2-TZVPD", "elements": ["O", "C", "C", "N", "C", "N", "C", "C", "C", "C", "C", "C", "C", "O", "N", "C", "C", "C", "C", "C", "S", "H", "H", "H", "H", "H", "H", "H", "H", "H", "H", "H", "H", "H"], "xyz": [[1.1414, 3.5110, 0.6929], [0.9688, 2.5841, -0.0683], [-0.1922, 2.5571, -1.0841], [-1.2375, 1.6545, -0.6416], [-2.3002, 2.1226, 0.0698], [-3.2752, 1.4229, 0.5036], [-3.2706, 0.0784, 0.2374], [-4.3352, -0.7145, 0.6796], [-4.3390, -2.0649, 0.4184], [-3.2887, -2.6593, -0.2830], [-2.2324, -1.8968, -0.7236], [-2.2128, -0.5219, -0.4717], [-1.1007, 0.2969, -0.9226], [-0.1062, -0.1189, -1.4993], [1.7326, 1.4864, -0.1238], [2.8451, 1.2759, 0.7918], [3.4467, -0.0629, 0.5553], [3.1592, -1.2366, 1.1814], [3.8826, -2.3328, 0.6611], [4.7032, -1.9767, -0.3584], [4.6143, -0.2967, -0.7046], [-0.6010, 3.5641, -1.1745], [0.1753, 2.2072, -2.0524], [-2.3000, 3.1850, 0.2757], [-5.1374, -0.2383, 1.2202], [-5.1626, -2.6750, 0.7587], [-3.3084, -3.7207, -0.4784], [-1.4069, -2.3304, -1.2678], [1.4651, 0.7251, -0.7413], [3.5806, 2.0730, 0.6352], [2.4807, 1.3533, 1.8234], [2.4575, -1.3158, 1.9926], [3.7925, -3.3379, 1.0319], [5.3613, -2.5972, -0.9334]], "atomic_forces_ev_per_a": [[0.0, 0.4, 0.3], [-0.4, -0.1, -0.6], [0.5, 0.3, 0.0], [0.0, -0.5, -0.2], [-0.4, 0.2, 0.2], [-0.3, 0.5, 0.3], [0.4, -0.5, -0.3], [0.0, -0.1, 0.0], [-0.1, 0.1, 0.1], [0.2, -0.1, -0.1], [0.0, 0.0, 0.0], [-0.4, 0.0, 0.2], [0.1, 0.1, -0.1], [-0.1, -0.1, -0.1], [0.3, -0.4, 0.0], [-0.2, 0.4, 0.1], [0.3, -0.1, -0.2], [0.0, 0.3, 0.0], [0.1, -0.1, -0.1], [0.1, 0.3, -0.2], [-0.3, -0.3, 0.4], [0.1, -0.1, 0.0], [-0.1, 0.1, 0.1], [0.1, 0.1, -0.1], [-0.1, 0.1, 0.1], [-0.1, 0.0, 0.0], [0.0, -0.1, 0.0], [0.1, 0.0, 0.0], [-0.1, 0.2, 0.1], [-0.1, -0.1, 0.2], [0.1, 0.0, -0.1], [-0.2, 0.0, 0.2], [0.0, -0.2, 0.0], [0.1, -0.2, -0.1]], "e_above_lowest_kcal_mol": 2.58, "smiles": "O=C(Cn1cnc2ccccc2c1=O)NCc1cccs1", "spin_multiplicity": 1, "largest_force_ev_per_a": 0.7}